An isolated ion of composition C4H13N2S and charge +1 at a distorted geometry. Source: the OMol25 dataset; level of theory: ωB97M-V with the def2-TZVPD basis set.

Last column: Löwdin charge in e.
Element x y z (Å)
N1 -2.602 -0.016 0.089  -0.028
C1 -1.916 0.665 -1.023  -0.223
C2 -0.448 1.102 -0.626  -0.127
N2 -0.125 0.273 0.574  -0.051
C3 1.023 -0.791 0.320  -0.264
C4 2.389 -0.229 0.725  -0.445
S1 3.452 -1.504 -0.253  0.753
H1 -3.173 -0.823 -0.153  0.096
H2 -3.320 0.603 0.481  0.096
H3 -1.899 -0.097 -1.817  0.108
H4 -2.506 1.465 -1.648  0.156
H5 0.236 1.039 -1.488  0.140
H6 -0.596 2.049 -0.229  0.095
H7 0.279 0.957 1.298  0.176
H8 -1.036 0.003 1.268  0.238
H9 0.994 -0.891 -0.922  0.150
H10 0.670 -1.764 0.750  0.130
H11 2.696 0.674 0.212  0.063
H12 2.427 -0.233 1.867  0.116
H13 3.456 -2.483 0.576  -0.180

The HOMO-LUMO gap is 9.67 eV. The maximum force comes out at 4.3 eV/Å. For the molar mass, the calculation gives 121.229 g mol⁻¹. Its HOMO energy is -12.817 eV. As for the spin multiplicity: 1. Its charge is +1. The energy above the lowest of the compared OMol25 structures with the same formula, charge and spin comes out at 2.918 eV.


An isolated ion of composition C5H13N2Si and charge +1 at a distorted geometry. Source: the OMol25 dataset; level of theory: ωB97M-V with the def2-TZVPD basis set.

Last column: Löwdin charge in e.
Element x y z (Å)
C1 -1.502 -2.043 -1.375  0.044
N1 -0.416 -2.167 -0.858  -0.102
N2 0.580 -1.939 -0.334  0.157
Si1 0.934 0.073 0.021  0.824
C2 1.500 -0.377 1.872  -0.155
C3 2.177 0.731 -1.197  -0.177
C4 -1.073 0.351 0.091  -0.315
C5 -1.608 1.755 0.479  -0.160
H1 -2.403 -1.962 -0.662  0.167
H2 -1.770 -2.117 -2.370  0.101
H3 1.643 -1.474 1.981  0.042
H4 2.308 0.290 2.251  0.048
H5 0.745 -0.088 2.555  0.002
H6 1.980 0.550 -2.254  0.041
H7 2.096 1.869 -1.043  0.078
H8 3.192 0.510 -0.952  0.028
H9 -1.216 -0.402 0.983  0.100
H10 -1.754 0.062 -0.749  0.052
H11 -1.847 2.321 -0.376  0.043
H12 -2.662 1.660 0.844  0.093
H13 -0.902 2.397 1.091  0.092

The HOMO-LUMO gap is 9.65 eV. The maximum force comes out at 6.0 eV/Å. For the molar mass, the calculation gives 129.259 g mol⁻¹. Its HOMO energy is -14.251 eV. As for the spin multiplicity: 1. Its charge is +1. The energy above the lowest of the compared OMol25 structures with the same formula, charge and spin comes out at 2.744 eV.


A 2-piece molecular cluster, C3H5NS overall at a distorted geometry. Source: the OMol25 dataset; level of theory: ωB97M-V with the def2-TZVPD basis set.

Last column: Löwdin charge in e.
Element x y z (Å)
N1 1.581 0.963 0.981  0.076
C1 2.072 0.117 0.255  -0.849
S1 3.350 -0.618 -0.254  0.711
H1 1.443 1.048 1.964  0.092
C2 -0.816 0.093 -0.563  -0.113
C3 -1.995 -0.499 -0.393  -0.093
H2 -0.313 0.830 0.044  -0.001
H3 -0.155 -0.372 -1.340  0.063
H4 -2.924 -0.132 0.210  0.078
H5 -2.243 -1.429 -0.905  0.036

The HOMO-LUMO gap is 9.40 eV. The maximum force comes out at 4.6 eV/Å. For the molar mass, the calculation gives 87.147 g mol⁻¹. Its HOMO energy is -9.462 eV. As for the spin multiplicity: 1. The energy above the lowest of the compared OMol25 structures with the same formula, charge and spin comes out at 2.088 eV.